No. 1
148
Properties=species:S:1:pos:R:3 method="wB97M-V/def2-TZVPD" smiles="O=COCCCC[C@]1(CCC(F)(F)C(F)(F)S(F)(F)(F)(F)F)[C@@](CP(=O)(O)O)(c2cccnc2)C(=O)N[C@]1(C(F)(F)F)P(O)(O)=S.CCOP(=O)(OCC)OCC.CCOP(=O)(OCC)OCC.CCOP(=O)(OCC)OCC" charge=0 largest_force_ha_per_bohr=0.1629 lumo_energy_ha=-0.037
N -2.772 -3.675 -1.521
F -1.107 1.662 3.439
H -4.354 1.572 -3.026
N -6.703 0.310 -0.178
C -3.510 3.128 -1.785
C 6.764 -0.907 -5.386
F -5.013 3.058 1.440
C -5.774 1.953 1.225
O -6.326 -1.922 0.137
F 0.908 4.896 1.996
H 2.293 -0.563 2.464
H 6.230 -4.321 -0.651
F 1.443 2.932 1.087
O 5.715 -2.061 -1.270
C 3.902 -2.008 2.507
H -2.475 3.194 -1.373
H 4.958 -2.014 2.766
C -3.765 1.603 -2.079
H -2.824 3.380 7.934
C 6.667 -4.010 0.298
C 9.970 -4.793 -4.866
F -0.446 1.223 -0.095
C -0.804 1.847 -4.534
C -2.322 -2.340 -3.569
H 3.425 -2.824 3.051
H -2.605 1.728 5.982
H -4.549 -0.199 10.715
C -2.640 1.374 0.947
H 5.371 0.375 -1.320
C -3.463 3.951 -3.113
H 9.575 -5.553 -4.189
H -2.063 3.378 5.606
H 3.336 1.715 -1.089
C -5.525 0.243 10.516
H -1.436 -4.193 -3.001
O -3.412 1.488 9.427
O 5.234 -0.547 0.538
H 8.590 -3.437 1.085
C 11.817 -1.609 -6.358
O 10.324 -3.675 -4.042
H 8.150 -2.571 -0.371
O 8.424 -2.550 -4.765
H -6.272 -0.540 10.664
H 3.172 1.265 0.612
F -7.008 2.340 1.632
C -6.136 1.213 5.226
O -4.901 0.115 7.018
C -5.037 -0.539 -1.577
F 0.676 0.871 2.564
C -5.769 1.453 -0.251
H -5.586 1.122 12.491
H -5.590 -0.286 -3.784
H -7.292 2.892 -3.258
S -8.697 2.202 -1.152
H 6.597 -2.403 -3.857
H 9.186 -4.551 -5.580
C -3.286 0.334 -0.040
C -3.269 -1.328 -3.277
F -1.083 -0.311 1.317
C -6.052 -0.403 -2.786
H -6.853 1.697 11.391
H 6.643 -4.874 0.965
O -7.728 -1.920 -4.527
H -7.183 0.151 0.707
H -5.926 2.264 5.424
C -3.978 -1.564 -2.058
O -8.585 -1.536 -2.084
H -3.632 2.799 5.036
H 6.057 -0.172 -4.994
H -6.693 -0.540 6.330
H -2.491 3.946 -5.087
O -6.770 4.259 -0.536
P -6.823 2.761 -1.190
O -6.439 2.923 -2.779
C 13.060 -2.195 -5.713
C 11.183 -5.349 -5.588
H 5.561 1.409 0.086
O 9.780 -0.619 -4.562
H -7.091 1.164 4.697
H 13.262 -3.195 -6.101
C -5.805 1.399 11.458
H -3.572 -0.551 0.577
H -2.787 1.159 -2.334
H 7.534 -0.382 -5.953
H 11.909 -1.652 -7.445
S 0.308 3.414 2.100
O -5.621 0.679 9.158
P -4.249 0.974 8.283
P 4.870 -2.058 -0.021
C -1.118 1.055 1.074
O -4.628 2.411 7.564
O 3.678 -2.276 1.115
C 4.992 0.568 -0.314
H 8.669 -4.262 -0.483
O -0.512 2.027 -5.660
H 3.887 0.155 2.631
H -5.347 0.837 4.575
C 3.268 -0.692 2.926
P 9.996 -2.111 -4.504
H -4.201 -2.798 -0.330
H 7.704 -1.105 -3.445
H -8.616 -0.570 -1.910
H -2.427 -0.016 -0.647
H -1.727 -2.286 -4.492
H 12.940 -2.288 -4.630
H 6.239 -1.550 -6.095
H -6.750 0.461 -2.683
H -0.646 0.814 -4.130
C 7.359 -1.736 -4.264
H -3.034 1.235 1.976
P -7.215 -1.857 -2.959
H -4.011 4.259 6.984
C -4.495 0.820 -0.910
C -3.574 3.271 7.147
H 10.979 -6.362 -5.940
C 8.100 -3.547 0.115
F -0.760 3.986 3.194
O 5.888 -2.976 0.904
F -0.727 3.804 0.931
C -0.394 1.681 2.312
H -8.689 -2.075 -4.471
H 13.930 -1.569 -5.918
H 2.909 0.052 -0.631
H -5.215 2.280 11.202
C -6.211 0.420 6.519
H -6.817 0.954 7.247
H -3.477 -0.447 -3.898
H -6.154 4.839 -1.025
H 11.435 -4.744 -6.459
H 11.709 -0.556 -6.088
F -5.426 0.994 2.115
C -2.928 2.767 5.870
O 10.647 -2.341 -6.006
F 1.299 3.132 3.358
H -2.797 2.436 0.692
O -6.631 -3.136 -2.555
H 12.057 -5.366 -4.935
H -4.460 4.159 -3.549
C -3.656 -2.692 -1.288
O -1.356 2.812 -3.725
C -2.168 -3.420 -2.691
H 3.160 -0.657 4.012
H -3.191 2.378 -4.643
H -4.168 3.570 -1.008
C -6.019 -0.930 -0.428
C -2.635 3.249 -4.230
H -2.984 4.942 -2.945
C 3.517 0.921 -0.362

No. 2
137
Properties=species:S:1:pos:R:3 method="wB97M-V/def2-TZVPD" smiles="CCOC(=O)C(F)(F)F.CCOC(=O)C(F)(F)F.CCOC(=O)C(F)(F)F.C[C@H]1COC(=O)O1.C[C@H]1COC(=O)O1.COCCOCCOC.COCCOCCOC.COCCOCCOC" charge=0 largest_force_ha_per_bohr=0.1193 lumo_energy_ha=0.012 e_above_lowest_ev=5.305
H 4.771 -3.576 2.403
H -0.167 -2.489 1.829
O 4.046 -0.074 5.407
H 1.252 -5.316 1.831
O 3.793 -2.293 3.755
C -3.652 -4.667 -0.851
H -1.530 -0.054 -4.066
H -3.022 3.945 5.333
H -2.126 -0.912 1.411
C -0.866 2.278 1.524
F -6.463 1.755 1.469
H 4.003 -3.477 -7.639
F -8.157 3.108 0.882
H -5.264 -3.087 0.892
H 2.087 -2.609 5.056
C 2.994 5.417 0.237
C 3.860 1.353 5.694
H -1.636 -4.909 -1.341
C -6.612 3.790 2.520
C 5.850 0.440 3.473
F 3.021 -4.595 -2.705
H 3.123 -4.041 3.066
C -4.804 -2.242 0.379
H -1.004 -6.196 -3.714
O -3.575 -1.985 1.027
H 0.439 -2.426 -5.004
C -3.550 3.544 4.468
O -2.454 5.279 -1.636
C -3.760 5.242 -2.000
C -0.009 -3.466 2.287
H -1.275 -3.361 -7.025
C -0.737 6.644 -1.533
H -0.958 -1.358 -5.424
H -5.604 -1.517 0.530
F -2.451 4.042 0.895
O -4.252 4.256 -2.641
H -3.274 -0.041 0.245
O 5.815 1.686 4.218
H -1.160 0.805 -2.613
H 2.422 -0.500 4.368
H 4.779 3.336 -0.855
H -3.623 2.457 4.523
H 0.621 -3.141 3.115
H 0.903 0.442 -5.808
H -0.148 7.463 -1.120
H -2.102 6.165 0.058
O 0.420 1.781 1.141
F -0.776 3.632 -0.427
C 5.273 1.833 5.464
C 0.941 -0.302 -5.013
H 5.831 2.422 1.207
H -5.597 3.629 5.124
C 1.612 -4.806 -0.833
F 1.043 -3.699 -2.799
H -0.865 1.654 -4.055
H -4.589 -5.027 -1.275
O 4.267 5.093 0.206
C 4.111 -3.628 3.269
H -2.136 -7.372 -4.051
H 4.921 3.279 2.231
C 2.134 -3.917 -2.021
H -0.556 6.884 -2.581
H 0.985 -4.527 -5.927
H 0.150 0.397 2.593
O -1.370 2.032 2.609
C 1.877 -0.109 1.224
H -0.243 -5.105 1.005
C -1.632 -6.921 -3.195
H 1.992 -0.592 -4.989
H 2.567 -0.861 1.607
O 0.578 0.162 -3.651
H 3.514 1.680 6.674
H 5.217 2.851 5.851
H 1.545 1.217 2.986
O 2.291 4.348 0.266
C 3.125 3.276 0.412
O 2.038 -4.338 -7.756
H 1.185 -0.804 0.749
C -0.817 0.649 -3.636
H 3.706 -2.869 5.726
C -3.317 7.378 -1.412
O 2.536 6.552 0.333
H 3.228 2.408 -0.238
C 0.764 -4.301 -6.970
H -5.593 -2.854 -1.479
O -4.361 6.362 -1.472
C 3.119 -2.260 5.038
H -3.104 8.051 -2.243
H -4.689 -1.279 -1.314
C 1.029 0.823 2.111
H 6.375 3.979 1.252
H -3.586 8.097 -0.637
O -3.663 -3.341 -1.486
O 1.384 -6.010 -0.774
H 3.067 2.843 1.411
H 3.294 1.814 4.885
O -2.785 -6.506 -2.513
H -0.984 -7.585 -2.623
C 5.431 3.434 1.281
O 0.299 -1.893 -6.923
H -5.190 5.042 4.052
C -5.019 3.988 4.272
C 0.113 -1.532 -5.536
C -4.701 -2.350 -1.108
H -0.337 -3.222 -8.421
H 2.368 0.294 0.338
C -2.694 -0.934 0.480
C 0.616 -4.552 1.384
H -2.094 -1.219 -0.384
F -2.302 2.184 -0.274
O -7.313 4.787 2.759
H 6.234 -0.348 4.122
C 2.872 -0.864 5.291
O 1.344 -4.098 0.308
O -5.475 3.383 3.115
H 2.081 -0.699 6.023
F -6.028 3.466 0.201
H -2.312 -6.285 -0.455
H -2.943 3.663 3.571
H 6.630 0.527 2.717
H -1.032 -3.717 2.567
C 4.469 3.745 0.107
C -2.471 -5.607 -1.293
C -0.244 -3.196 -7.335
H 3.011 -3.107 -6.394
H 4.880 0.156 3.064
C -2.152 6.427 -0.998
H 5.920 1.519 6.284
H 2.812 -2.295 -7.902
H 0.251 -5.184 -7.350
H 4.634 -4.186 4.045
C -1.641 3.090 0.428
H -3.679 -4.535 0.230
C -6.875 3.043 1.196
F 2.620 -2.706 -1.559
C 2.944 -3.285 -7.467
H -0.027 5.836 -1.361

No. 3
112
Properties=species:S:1:pos:R:3 method="wB97M-V/def2-TZVPD" smiles="C#CCC1=C(COC)C(=O)C=C(C[C@@H]2CO2)C1=O.CCCCCC.CCCCCC.CCCCCC.CCCCCC" charge=0 largest_force_ha_per_bohr=0.0662 lumo_energy_ha=-0.037
C -0.287 -2.801 4.937
H -7.536 -4.437 6.556
O -2.104 -3.192 0.044
H -3.724 -4.206 -0.568
H -6.715 3.280 -3.766
C -5.911 2.680 -4.157
H 8.259 5.913 -1.517
C -4.849 2.215 -3.219
H -0.339 0.277 -3.558
C 3.553 1.676 -1.740
C -0.596 -2.619 3.452
H -6.335 -2.867 3.292
C -1.169 -1.245 3.115
H 6.848 5.101 -6.400
H -9.210 -2.772 5.829
C -3.499 -2.535 -1.848
C -4.174 -0.264 0.612
C 0.768 -1.848 5.499
C -0.968 -2.483 -0.408
C 1.797 -0.072 -3.631
C -5.769 -3.341 6.045
H 0.198 -1.093 -2.585
C 10.479 7.044 -2.765
C 4.809 1.905 -2.576
H -5.807 -1.448 0.234
H 2.728 -1.638 -2.492
O -6.037 -0.289 -2.268
H -5.653 2.795 -5.198
C -3.150 -2.442 -3.299
H -7.383 -4.136 4.840
H -5.187 -4.267 6.020
H -2.878 1.739 -3.468
H 9.010 5.505 -5.247
H 5.004 2.973 -2.684
C 0.457 -0.083 -2.903
C 2.122 -1.898 4.793
C 8.128 6.064 -2.593
H 2.966 -3.538 5.935
H -3.529 1.569 1.691
H 6.174 4.380 -4.937
H -2.352 -4.367 -1.636
H 2.386 0.122 -0.827
H 2.219 -4.043 4.414
H -0.463 -0.446 3.348
H -1.212 -2.671 5.509
H 9.434 4.409 -3.046
H -4.606 -4.276 2.195
C -4.872 -0.605 -2.317
H 0.912 -2.075 6.560
H 2.017 0.942 -3.977
C 2.948 -0.605 -2.779
C -8.169 -2.475 5.965
H 5.680 1.450 -2.101
H -5.170 2.011 -2.212
C -4.327 -1.607 -1.351
O -2.976 -3.425 -3.980
H 7.746 3.980 -2.915
H 11.048 7.924 -3.069
C 6.891 5.115 -5.310
H 0.302 -2.798 2.853
H -2.339 -0.807 -4.592
H 3.687 2.155 -0.767
H 6.571 6.105 -4.981
C -7.242 -3.680 5.824
H 2.011 -1.620 3.741
H 3.850 -0.652 -3.395
C 3.237 0.199 -1.510
H 0.471 0.561 -2.021
H -4.126 -2.185 5.298
C 8.300 4.786 -4.828
C 8.426 4.744 -3.306
H 4.708 1.487 -3.579
H -2.091 -1.059 3.671
H 4.080 -0.267 -0.990
H -1.253 -1.464 -0.679
C -4.529 -4.038 3.258
H 10.879 6.190 -3.313
C -2.906 -3.654 -1.025
H -4.884 -1.943 2.969
H 2.773 -1.144 5.241
C 8.991 7.245 -3.036
H 0.026 -3.835 5.108
H -4.274 -2.301 0.665
H -0.236 -2.452 0.391
H -0.513 -2.965 -1.275
H -5.645 -2.938 7.055
C -5.286 -2.754 3.583
H 0.390 -0.822 5.462
H -5.665 -1.369 5.178
C 2.808 -3.258 4.892
H -1.316 -3.382 3.152
C -3.810 1.303 -3.825
C -4.731 -1.510 0.083
H -4.923 -4.891 3.812
H 7.075 6.325 -2.732
H -3.470 -3.935 3.500
H 8.587 3.809 -5.224
C -5.181 -2.341 5.049
H 10.661 6.880 -1.701
H -3.926 1.387 -4.897
H -7.949 -1.706 5.223
C -3.903 -0.127 -3.346
C -3.708 0.749 1.039
H -1.404 -1.178 2.051
H 3.781 -3.235 4.400
H 1.717 -0.690 -4.528
O -4.740 3.511 -3.601
C -3.065 -1.053 -3.832
H 2.703 2.178 -2.211
H -8.076 -2.028 6.957
H 8.654 8.138 -2.503
H 8.837 7.449 -4.099

| no. | calculated total energy (eV) |
| --- | --- |
| 1 | -185180.55498 |
| 2 | -107966.52507 |
| 3 | -48726.86342 |